The following is a DFT calculation (wB97M-V/def2-TZVPD) of 2 unconnected molecules or ions with the total composition C9H16ClN2 at a distorted geometry.

Structure (XYZ):
```
28
Properties=species:S:1:pos:R:3:forces:R:3:mulliken_charge:R:1
C -0.128 -0.525 3.181 0.0 -0.4 1.5 -0.73
C -3.244 -0.711 -0.436 -0.2 0.6 0.1 -0.43
C -3.499 0.415 -0.101 0.3 0.2 0.1 0.66
C -0.101 0.350 0.813 0.0 -1.2 2.0 0.26
C -1.548 -2.379 -1.141 -0.2 0.0 0.0 -1.01
C 2.130 0.712 -1.106 -0.3 0.0 -0.2 -1.34
C 1.165 2.886 -0.244 -0.2 0.0 -0.2 -1.36
C -3.023 -2.079 -0.864 0.2 -0.3 -0.1 -0.41
C 0.894 1.596 -1.010 0.7 0.4 0.0 0.19
N -0.024 -0.208 1.831 0.0 1.0 -2.4 0.12
N -0.196 0.847 -0.344 -0.7 0.3 -1.1 -0.06
Cl -3.760 1.975 0.378 0.0 -0.2 -0.1 -0.15
H -0.047 0.365 3.807 0.0 0.0 -0.1 0.36
H -1.101 -0.990 3.342 0.1 0.0 0.0 0.32
H 0.653 -1.237 3.441 -0.1 0.0 0.1 0.30
H -1.161 -1.741 -1.932 0.1 0.1 -0.1 0.27
H -0.948 -2.236 -0.244 0.1 0.0 0.1 0.17
H -1.447 -3.411 -1.460 0.1 -0.1 0.0 0.40
H 2.896 1.218 -1.685 0.1 0.1 0.0 0.41
H 2.532 0.498 -0.118 0.1 0.0 0.1 0.36
H 1.899 -0.228 -1.600 0.0 -0.1 -0.1 0.37
H 1.583 2.672 0.738 0.1 0.0 0.1 0.35
H 0.250 3.464 -0.119 0.0 0.0 0.0 0.38
H 1.879 3.493 -0.793 0.1 0.0 0.0 0.41
H -3.391 -2.751 -0.086 -0.1 0.0 -0.1 0.27
H -3.611 -2.256 -1.768 0.0 -0.1 0.1 0.28
H 0.524 1.827 -2.011 -0.1 -0.1 0.1 0.33
H -1.114 0.761 -0.787 0.0 -0.1 0.1 0.25
```
Forces are in eV/Å.

Values from the calculation:
* charge: +1
* HOMO-LUMO gap: 9.86 eV
* energy relative to the best compared isomer or geometry (same formula, charge and spin): 319.57 kJ/mol
* multiplicity: 1
* HOMO: -12.964 eV



The following is a DFT calculation (wB97M-V/def2-TZVPD) of C9H16ClO2PS in the gas phase at a distorted geometry.

Structure (XYZ):
```
30
Properties=species:S:1:pos:R:3:forces:R:3:mulliken_charge:R:1
S 0.318 -3.512 -1.073 -0.5 0.7 1.1 -0.42
Cl -1.400 -3.192 1.687 -0.1 1.1 0.0 -0.21
O -1.254 -1.086 -0.480 0.2 -0.8 1.8 -0.44
O 0.928 -1.443 0.918 -1.9 -0.3 -0.2 -0.36
C -1.378 0.663 -2.118 -1.2 -0.9 1.0 -1.65
C 2.102 -0.097 3.161 -0.4 -0.9 -0.2 -1.63
C 1.248 2.761 0.787 -0.8 1.2 -0.2 -0.93
C 1.542 2.098 2.131 -0.3 0.4 -0.4 -0.73
C 0.196 2.101 -0.133 0.8 0.1 0.1 -0.85
C -0.453 -0.191 -1.260 0.9 1.7 -0.4 0.15
C 0.691 -0.033 1.045 0.2 1.3 0.1 -0.35
C 1.812 0.616 1.843 0.5 0.1 1.2 0.36
C 0.534 0.631 -0.337 -0.7 -0.3 -0.1 0.61
P -0.349 -2.227 0.264 2.0 -1.4 -3.0 0.78
H -1.900 0.040 -2.869 0.3 0.3 0.4 0.37
H -2.115 1.105 -1.437 -0.1 0.0 -0.3 0.40
H -0.877 1.468 -2.600 0.6 0.4 -0.5 0.39
H 3.007 0.269 3.662 -0.2 0.1 -0.2 0.42
H 2.235 -1.171 2.946 0.0 0.4 0.4 0.35
H 1.239 0.034 3.837 0.4 -0.2 -0.1 0.33
H 2.185 2.887 0.263 0.3 -0.1 -0.4 0.38
H 0.860 3.774 0.928 0.3 0.1 0.2 0.39
H 0.686 2.293 2.836 0.8 -0.5 -0.5 0.32
H 2.465 2.572 2.570 -0.9 -0.5 -0.3 0.30
H 0.171 2.662 -1.093 0.1 -0.4 0.6 0.32
H -0.779 2.205 0.314 -0.6 0.1 0.3 0.39
H 0.154 -0.720 -1.970 0.3 -0.9 0.0 0.37
H -0.203 0.159 1.638 -0.5 -0.3 0.0 0.31
H 2.708 0.576 1.238 0.4 -0.1 -0.3 0.33
H 1.502 0.634 -0.823 0.4 -0.3 -0.2 0.27
```
Forces are in eV/Å.

Values from the calculation:
* charge: 0
* HOMO-LUMO gap: 9.31 eV
* energy relative to the best compared isomer or geometry (same formula, charge and spin): 0.00 kJ/mol
* multiplicity: 1
* HOMO: -8.705 eV
* SMILES: C[C@@H]1CCC[C@H]2[C@H]1O[P@@](=S)(Cl)O[C@H]2C



The following is a DFT calculation (wB97M-V/def2-TZVPD) of a molecular structure, C9H16F14K3NO13P2S2 at a distorted geometry.

Structure (XYZ):
```
60
Properties=species:S:1:pos:R:3:forces:R:3:mulliken_charge:R:1
K 1.944 3.336 0.334 -0.2 -0.1 0.1 1.04
K -0.964 0.029 -4.022 0.3 -0.4 0.1 1.05
K 3.450 -1.425 -2.004 0.2 0.0 -0.5 1.08
N 5.414 -0.150 2.605 -5.0 1.0 -2.5 0.13
S 4.011 -0.833 1.930 -7.3 2.1 -5.4 0.98
O 2.765 -1.409 2.546 5.4 1.2 -0.4 -0.39
O 4.298 -1.243 0.538 0.5 0.4 3.7 -0.44
F 3.497 0.731 1.698 0.4 -1.4 0.4 -0.21
S 5.816 -1.272 3.515 10.1 -2.7 4.9 1.00
O 6.047 -2.551 2.925 -2.3 -0.1 -0.1 -0.36
O 5.755 -1.101 4.932 -2.5 -0.3 -0.4 -0.39
F 7.283 -0.669 3.328 1.2 -0.3 0.4 -0.29
P 2.739 -0.254 -5.366 1.5 2.1 -3.2 1.15
F 2.635 1.313 -5.896 -0.2 -1.6 0.3 -0.39
F 2.395 0.284 -3.886 0.2 0.7 1.2 -0.34
F 1.129 -0.489 -5.538 -0.2 0.0 -0.4 -0.39
F 2.907 -1.676 -4.741 -0.5 -2.5 0.7 -0.32
F 3.017 -0.816 -6.896 -0.7 0.7 1.7 -0.34
F 4.334 -0.094 -5.132 -0.2 0.7 0.1 -0.36
P 0.888 0.084 -0.480 -1.2 0.2 -0.7 1.45
F 0.231 1.416 -1.264 0.0 -0.7 0.4 -0.45
F -0.589 -0.516 -0.272 0.5 0.7 0.3 -0.44
F 0.959 -0.681 -1.956 0.2 0.5 1.2 -0.53
F 1.518 -1.217 0.250 0.0 0.9 -0.9 -0.38
F 2.314 0.831 -0.700 1.1 -1.1 -1.2 -0.39
F 0.931 0.931 0.899 -1.5 -0.4 0.7 -0.49
C -1.216 0.074 3.365 0.4 -2.0 -0.9 0.06
C -1.832 1.392 3.570 -0.3 0.3 0.5 0.32
O -1.813 1.479 5.026 -0.5 2.7 -1.2 -0.38
C -1.503 0.330 5.540 1.3 -1.4 4.2 0.64
O -1.192 0.153 6.720 -1.1 0.2 -3.0 -0.58
O -1.535 -0.596 4.587 1.0 -1.3 -0.4 -0.39
H -0.154 0.147 3.130 0.4 -0.2 0.8 -0.04
H -1.592 -0.575 2.574 -0.4 0.4 -0.1 0.22
H -2.858 1.330 3.206 -0.1 0.8 0.1 0.14
H -1.189 2.183 3.184 -0.7 0.2 -0.1 0.00
C -3.337 5.366 3.600 0.1 0.5 0.8 -0.57
O -3.521 4.895 2.252 0.4 0.0 0.7 -0.32
C -2.524 4.205 1.714 1.9 0.1 1.8 0.82
O -1.318 4.237 2.113 -3.6 -0.4 -2.1 -0.63
O -3.136 3.440 0.796 1.2 -0.4 -0.5 -0.32
C -2.332 2.705 -0.144 1.2 0.8 0.0 -0.57
H -2.645 6.205 3.672 0.1 -0.1 -0.4 0.29
H -2.995 4.595 4.289 0.2 -0.3 -0.4 0.22
H -4.296 5.698 3.998 -0.1 -0.1 -0.6 0.26
H -2.419 1.621 -0.084 -0.6 0.2 0.2 0.28
H -1.279 2.935 0.021 0.0 -0.1 0.4 0.15
H -2.501 3.098 -1.146 -0.6 -0.2 0.0 0.40
C -3.849 -4.048 -5.145 -0.6 1.4 -0.2 -0.67
O -3.134 -4.485 -3.994 0.3 -0.3 0.2 -0.32
C -2.335 -3.735 -3.234 0.7 -1.8 -0.4 0.76
O -2.098 -2.576 -3.337 0.0 2.6 -0.4 -0.53
O -1.727 -4.550 -2.391 -0.1 -1.8 0.7 -0.36
C -0.731 -4.197 -1.411 -0.6 1.6 -0.2 -0.30
H -4.906 -4.195 -4.926 0.1 -0.4 -0.3 0.28
H -3.527 -4.490 -6.088 0.1 -0.8 0.5 0.29
H -3.762 -2.988 -5.385 0.3 0.3 0.7 0.29
H -0.903 -3.152 -1.154 0.3 0.2 0.0 0.00
H 0.282 -4.323 -1.792 -0.2 -0.1 -0.3 0.24
H -0.845 -4.741 -0.473 -0.4 -0.5 -0.5 0.32
```
Forces are in eV/Å.

Values from the calculation:
* charge: +1
* HOMO-LUMO gap (spin up / spin down): 7.51 / 3.43 eV
* expectation value of S²: 0.76
* multiplicity: 2
* HOMO (spin up / spin down): -12.355 / -12.355 eV



The following is a DFT calculation (wB97M-V/def2-TZVPD) of a gas-phase ion, C9H16FN2O2 (charge +1) at a distorted geometry.

Structure (XYZ):
```
30
Properties=species:S:1:pos:R:3:forces:R:3:mulliken_charge:R:1
C 0.899 0.653 -3.036 0.1 0.1 0.6 -0.72
C 1.912 -0.482 -2.410 -1.2 -0.1 0.1 -0.33
C 1.041 -1.909 -2.361 1.0 0.5 0.1 -0.03
F 0.781 -2.458 -3.732 0.3 1.5 3.9 -0.30
C -0.319 -1.594 -1.502 -1.7 0.3 1.7 -0.06
N -1.782 -1.532 -1.882 4.1 1.0 6.2 -0.06
C -2.517 -1.157 -0.580 3.7 0.2 2.2 -0.36
C -1.398 -0.976 0.612 -1.2 -1.4 -3.0 0.23
O -1.518 -0.645 2.041 0.4 0.2 -5.0 -0.35
C -1.416 0.837 2.093 0.3 1.5 -0.3 -0.44
C 0.099 1.368 2.471 0.5 1.3 0.1 0.23
C 0.228 1.959 4.003 0.0 -0.4 -0.4 -1.06
O 1.138 0.324 2.335 0.1 1.3 -1.7 -0.57
N -0.069 -1.282 -0.043 -4.9 -0.5 -4.3 0.02
H 1.486 1.525 -3.562 -1.3 -1.9 0.9 0.33
H 0.100 0.134 -3.753 2.0 1.3 1.4 0.21
H 0.327 1.132 -2.125 1.0 -0.9 -1.9 0.16
H 2.159 -0.234 -1.271 -0.4 -0.5 -2.5 0.16
H 2.932 -0.595 -2.974 -2.2 0.0 0.9 0.37
H 1.715 -2.640 -1.701 -1.9 1.0 -1.8 0.32
H -2.174 -1.702 -2.834 0.6 0.2 1.2 0.30
H -3.692 -1.024 -0.422 3.1 -0.4 -0.7 0.37
H -2.194 1.238 2.871 1.5 -1.0 -1.5 0.33
H -1.678 1.235 1.005 0.4 -0.6 2.5 0.31
H 0.369 2.203 1.665 -0.8 -1.6 1.9 0.32
H 0.600 1.050 4.678 -1.0 2.1 -1.4 0.28
H 1.024 2.817 4.055 -1.5 -1.7 -0.2 0.29
H -0.802 2.396 4.355 2.0 -0.9 -0.5 0.31
H 1.835 0.674 1.687 -1.5 -0.6 1.6 0.34
H 0.910 -1.315 0.317 -1.4 0.2 0.1 0.39
```
Forces are in eV/Å.

Values from the calculation:
* charge: +1
* HOMO-LUMO gap: 8.81 eV
* multiplicity: 1
* HOMO: -12.997 eV
* SMILES: CC[C@H](F)c1[nH]cc(OC[C@@H](C)O)[nH+]1